Run i
Molecular formula: C5H14
Method: DFT, wB97M-V/def2-TZVPD

Element x y z (Å)
1 C 0.68449 0.44482 2.09323
2 C -0.75253 0.21417 1.65630
3 C -1.01924 -1.22235 1.18980
4 H 0.83366 1.51596 2.15259
5 H 1.35596 -0.04371 1.37391
6 H 1.04725 -0.05417 2.98762
7 H -1.40221 0.26228 2.53762
8 H -1.20431 1.04984 1.12323
9 H -1.99293 -1.60744 1.48343
10 H -0.95860 -1.34923 0.13339
11 H -0.34130 -1.88718 1.69078
12 C -0.11610 0.25685 -2.80270
13 C 1.05427 0.44145 -1.78865
14 H 0.13721 0.62997 -3.79200
15 H -0.33354 -0.80636 -2.85066
16 H -1.00433 0.79750 -2.47619
17 H 0.83000 1.08528 -0.94326
18 H 1.89891 0.82525 -2.35718
19 H 1.28334 -0.55294 -1.41127

The HOMO energy comes out at -10.843 eV. As for the net charge: 0. As for the spin multiplicity: 1. Its gap between HOMO and LUMO is 12.0 eV.

Run ii
Molecular formula: C5H14
Method: DFT, wB97M-V/def2-TZVPD

Element x y z (Å)
1 C -1.48624 1.08779 -1.72692
2 C -1.68282 1.28265 -0.22079
3 C -0.59714 2.34298 0.31174
4 H -1.91842 1.88158 -2.35543
5 H -0.39028 1.11984 -2.00137
6 H -1.74748 0.06857 -2.01239
7 H -1.64534 0.33667 0.37095
8 H -2.70352 1.56589 0.05587
9 H -1.09172 3.32782 0.16078
10 H 0.39895 2.23583 -0.23270
11 H -0.48872 2.09224 1.37886
12 C 2.08983 -1.68954 1.14672
13 C 1.19527 -2.66900 0.42985
14 H 2.68247 -1.11459 0.45487
15 H 1.74043 -0.83345 1.72969
16 H 2.72640 -2.02274 1.97772
17 H 0.72542 -3.50204 0.99597
18 H 0.43933 -2.18783 -0.20039
19 H 1.75358 -3.32266 -0.26304

The HOMO energy comes out at -11.016 eV. As for the net charge: 0. As for the spin multiplicity: 1. Its gap between HOMO and LUMO is 12.1 eV.

Run iii
Molecular formula: C5H14
Method: DFT, wB97M-V/def2-TZVPD

Element x y z (Å)
1 C -0.20252 0.04943 -1.22966
2 C -0.56001 1.46948 -1.59223
3 C -2.00086 1.86892 -1.15072
4 H -0.99529 -0.67956 -0.93648
5 H 0.72032 -0.04114 -0.67052
6 H 0.11392 -0.46405 -2.18544
7 H 0.23453 2.20989 -1.39830
8 H -0.56216 1.63753 -2.68245
9 H -2.02842 2.14871 -0.12085
10 H -2.25631 2.71758 -1.81251
11 H -2.71211 1.09522 -1.46000
12 C 0.52144 -1.22818 2.13927
13 C 1.93069 -1.76157 1.69148
14 H -0.07625 -1.05397 1.24169
15 H 0.12650 -2.02659 2.73627
16 H 0.73016 -0.28814 2.57080
17 H 2.03692 -2.68959 2.29221
18 H 2.68129 -0.97520 1.90523
19 H 2.29816 -1.98877 0.66224

The HOMO energy comes out at -10.690 eV. As for the net charge: 0. As for the spin multiplicity: 1. Its gap between HOMO and LUMO is 11.8 eV.

Which is most stable, and by how much? run i, by 0.0149 hartree.

Run i
Molecular formula: C5H14
Method: DFT, wB97M-V/def2-TZVPD

Element x y z (Å)
1 C 0.93456 -2.08863 -0.24243
2 C 0.07603 -1.83194 -1.47852
3 C -0.69675 -0.51549 -1.42995
4 H 0.84378 -1.26837 0.45345
5 H 0.71210 -3.06116 0.19786
6 H 1.97995 -2.19620 -0.53874
7 H -0.62410 -2.63122 -1.73864
8 H 0.69764 -1.89322 -2.38706
9 H -1.23166 -0.51017 -0.49174
10 H -1.43837 -0.45339 -2.22156
11 H -0.04542 0.34932 -1.53588
12 C 0.49763 2.09412 1.05782
13 C -0.81616 1.93916 1.80442
14 H 0.92895 1.14328 0.72072
15 H 0.36147 2.69423 0.15762
16 H 1.30030 2.45971 1.67504
17 H -1.32462 2.90113 1.88249
18 H -0.66606 1.60026 2.82944
19 H -1.48928 1.26858 1.28566

The HOMO energy comes out at -11.025 eV. As for the net charge: 0. As for the spin multiplicity: 1. Its gap between HOMO and LUMO is 12.2 eV.

Run ii
Molecular formula: C5H14
Method: DFT, wB97M-V/def2-TZVPD

Element x y z (Å)
1 C -0.42311 -1.36477 -2.45945
2 C 0.12108 -0.76427 -1.17048
3 C 1.48706 -1.32079 -0.76399
4 H -0.49530 -2.45404 -2.36530
5 H -1.44049 -1.01861 -2.65319
6 H 0.20686 -1.15049 -3.32109
7 H 0.20490 0.31961 -1.27089
8 H -0.58330 -0.97188 -0.36266
9 H 1.75462 -0.94962 0.22760
10 H 2.27739 -1.02693 -1.45881
11 H 1.44867 -2.40916 -0.72395
12 C -1.06979 1.12304 1.90545
13 C -0.10343 2.22514 2.34706
14 H -1.70610 0.79841 2.73118
15 H -0.52321 0.23918 1.57814
16 H -1.71161 1.45492 1.08924
17 H -0.63837 2.97787 2.92885
18 H 0.70424 1.81785 2.95192
19 H 0.34322 2.71933 1.48414

The HOMO energy comes out at -11.503 eV. As for the net charge: 0. As for the spin multiplicity: 1. Its gap between HOMO and LUMO is 12.6 eV.

Run iii
Molecular formula: C5H14
Method: DFT, wB97M-V/def2-TZVPD

Element x y z (Å)
1 C -0.58714 0.29344 2.54452
2 C -0.47999 -1.18418 2.11848
3 C -0.31598 -1.37633 0.60518
4 H -1.61710 0.63145 2.51732
5 H 0.00770 0.92603 1.89558
6 H -0.29428 0.45210 3.58371
7 H 0.29053 -1.65250 2.73481
8 H -1.39444 -1.67107 2.47332
9 H -1.08958 -1.99497 0.16139
10 H -0.35000 -0.37663 0.18240
11 H 0.65606 -1.78361 0.33037
12 C 1.31416 0.72147 -2.58328
13 C -0.01524 1.45393 -2.46191
14 H 1.33251 -0.32054 -2.23928
15 H 1.59987 0.61245 -3.62921
16 H 2.08267 1.18533 -1.97997
17 H 0.11928 2.51155 -2.25841
18 H -0.70400 1.04998 -1.72938
19 H -0.56974 1.32306 -3.36043

The HOMO energy comes out at -11.244 eV. As for the net charge: 0. As for the spin multiplicity: 1. Its gap between HOMO and LUMO is 12.4 eV.

Run iv
Molecular formula: C5H14
Method: DFT, wB97M-V/def2-TZVPD

Element x y z (Å)
1 C -0.04840 0.71162 -2.34277
2 C -0.07144 -0.61882 -1.48933
3 C -1.56141 -1.00954 -1.88490
4 H 1.03229 1.18950 -2.42388
5 H -0.68470 1.45453 -2.20790
6 H -0.22755 0.25337 -3.33532
7 H 0.70792 -1.56524 -1.83637
8 H 0.08622 -0.47125 -0.44228
9 H -2.17127 -0.24854 -1.42589
10 H -1.64150 -1.09317 -2.94956
11 H -1.70642 -2.05094 -1.40359
12 C 1.03836 0.27474 2.05808
13 C 0.54354 0.67344 3.42637
14 H 1.27562 1.12714 1.38864
15 H 1.85565 -0.54459 2.06423
16 H 0.41882 -0.37440 1.48882
17 H 0.47897 -0.15023 4.05722
18 H -0.48428 1.08376 3.32152
19 H 1.15958 1.35862 3.93691

The HOMO energy comes out at -10.565 eV. As for the net charge: 0. As for the spin multiplicity: 1. Its gap between HOMO and LUMO is 11.6 eV.

Which is most stable, and by how much? run ii, by 0.0110 hartree.

Run i
Molecular formula: C5H14
Method: DFT, wB97M-V/def2-TZVPD

Element x y z (Å)
1 C 0.18593 -1.78446 0.63174
2 C -1.24425 -1.70334 1.31280
3 C -2.23834 -1.07631 0.31759
4 H 0.38992 -1.39035 -0.36223
5 H 0.42034 -2.84830 0.71827
6 H 0.99317 -1.40886 1.32526
7 H -1.46327 -2.73675 1.48495
8 H -1.20243 -1.05923 2.17324
9 H -1.69755 -0.44328 -0.39082
10 H -2.74763 -1.90873 -0.17699
11 H -3.06309 -0.41566 0.65518
12 C 1.17662 1.41601 -1.01420
13 C 1.79386 2.80878 -0.83175
14 H 0.86050 1.21609 -2.04156
15 H 1.81428 0.66408 -0.58470
16 H 0.19634 1.20153 -0.56464
17 H 2.81996 2.68982 -0.55226
18 H 1.15224 3.50746 -0.27023
19 H 1.85339 3.27149 -1.82964

The HOMO energy comes out at -11.248 eV. As for the net charge: 0. As for the spin multiplicity: 1. Its gap between HOMO and LUMO is 12.4 eV.

Run ii
Molecular formula: C5H14
Method: DFT, wB97M-V/def2-TZVPD

Element x y z (Å)
1 C 1.83427 0.53202 1.42825
2 C 1.19471 0.65777 0.02835
3 C 2.03696 1.22828 -1.11894
4 H 2.62484 1.26146 1.58764
5 H 2.25959 -0.44551 1.61666
6 H 1.08407 0.67285 2.20544
7 H 0.82294 -0.34410 -0.18663
8 H 0.28377 1.25728 0.17211
9 H 1.48653 1.44530 -2.02794
10 H 2.31363 2.21413 -0.70837
11 H 2.95487 0.67959 -1.33990
12 C -2.35968 -0.47946 -0.57278
13 C -2.37311 -1.82659 0.14098
14 H -3.26313 0.08578 -0.34241
15 H -1.53213 0.10492 -0.17027
16 H -2.23149 -0.53674 -1.65660
17 H -2.16377 -1.74741 1.21433
18 H -3.36001 -2.29918 0.05167
19 H -1.61286 -2.46037 -0.32158

The HOMO energy comes out at -11.265 eV. As for the net charge: 0. As for the spin multiplicity: 1. Its gap between HOMO and LUMO is 12.4 eV.

Run iii
Molecular formula: C5H14
Method: DFT, wB97M-V/def2-TZVPD

Element x y z (Å)
1 C -2.21445 -1.20338 -0.48088
2 C -1.42434 -0.01254 -1.00457
3 C -0.17013 -0.65450 -1.85573
4 H -1.76350 -2.07070 -0.16212
5 H -2.93879 -0.97144 0.40684
6 H -2.87662 -1.65793 -1.35053
7 H -2.25621 0.65430 -1.42817
8 H -0.97846 0.41236 -0.02822
9 H -0.50667 -1.11276 -2.77823
10 H 0.37790 0.26910 -2.12662
11 H 0.41965 -1.12473 -1.05042
12 C 1.14538 0.52251 1.28107
13 C 2.44096 1.35574 1.56295
14 H 0.24908 1.03132 1.42141
15 H 1.25678 0.07457 0.38209
16 H 0.94466 -0.29729 2.00173
17 H 3.25616 0.72378 1.74972
18 H 2.20136 1.97020 2.57127
19 H 2.83723 2.09139 0.88843

The HOMO energy comes out at -10.887 eV. As for the net charge: 0. As for the spin multiplicity: 1. Its gap between HOMO and LUMO is 12.0 eV.

Which is most stable, and by how much? run ii, by 0.0291 hartree.

Run i
Molecular formula: C3H4INO
Method: DFT, wB97M-V/def2-TZVPD

Element x y z (Å)
1 C -0.14381 -1.49148 -0.42001
2 C 0.57071 0.49052 0.90802
3 C -0.81636 -0.19549 -0.50592
4 N 0.90877 -1.69152 0.28488
5 O 1.23213 -0.68348 1.16844
6 I -2.86891 -0.04056 0.19003
7 H -0.52843 -2.36505 -0.86193
8 H 1.22660 1.19750 0.19238
9 H 0.13505 0.77378 1.83395
10 H -0.46913 0.33089 -1.40542

The HOMO energy comes out at -9.357 eV. As for the net charge: 0. As for the spin multiplicity: 1. Its gap between HOMO and LUMO is 9.3 eV.

Run ii
Molecular formula: C3H4INO
Method: DFT, wB97M-V/def2-TZVPD

Element x y z (Å)
1 C -0.22119 0.53709 -0.08774
2 C -1.44675 -1.38408 -1.12232
3 C 1.12881 0.05904 0.40589
4 N -1.02887 -0.55212 -0.35042
5 O -1.86967 -2.17742 -1.84806
6 I -0.66007 2.36347 1.92592
7 H -0.31074 1.25015 -0.82583
8 H 1.51204 0.70788 1.18685
9 H 2.03404 -0.05762 -0.24989
10 H 0.86241 -0.74639 0.96559

The HOMO energy (spin up / spin down) comes out at -9.178 / -9.178 eV. As for the net charge: 0. As for the spin multiplicity: 1. Its gap between HOMO and LUMO (spin up / spin down) is 7.5 / 7.5 eV.

Which is most stable, and by how much? run ii, by 0.0906 hartree.

Run i
Molecular formula: C6H11N4O2
Method: DFT, wB97M-V/def2-TZVPD

Element x y z (Å)
1 C 3.72634 -0.04152 -0.75240
2 C 2.65288 -0.68050 0.12827
3 O 2.98173 -1.81349 0.58308
4 N 1.53509 -0.21489 0.57365
5 C 1.04728 0.96797 0.02306
6 O 1.53850 1.74064 -0.74363
7 N -0.25669 1.22401 0.45820
8 C -1.08125 0.35377 1.12081
9 N -2.13754 -0.21326 0.24041
10 C -3.15483 0.66731 -0.29846
11 C -1.78683 -1.30837 -0.27256
12 N -1.59042 -2.47052 -0.42390
13 H 4.69137 -0.55428 -0.80706
14 H 4.00532 1.00459 -0.27806
15 H 3.29888 -0.02271 -1.71203
16 H 2.48237 -2.35414 1.18875
17 H -0.71262 2.04134 0.11792
18 H -0.60813 -0.40739 1.64094
19 H -1.59906 0.77890 1.87497
20 H -3.94259 0.18918 -0.74940
21 H -3.47842 1.49097 0.49025
22 H -2.88876 1.28949 -1.25334
23 H -1.04466 -3.02982 -1.06634

The HOMO energy comes out at -13.205 eV. As for the net charge: +1. As for the spin multiplicity: 1. Its gap between HOMO and LUMO is 9.3 eV.

Run ii
Molecular formula: C6H11N4O2
Method: DFT, wB97M-V/def2-TZVPD

Element x y z (Å)
1 C 2.14821 -1.24878 0.76920
2 C 1.14499 -0.18334 0.43235
3 N 1.32154 1.07895 0.32681
4 C 0.27822 2.02480 -0.03780
5 N -1.07378 1.56774 0.15854
6 C -1.31526 0.34332 0.06681
7 C -2.79543 -0.21407 0.20783
8 N -3.66085 0.73366 0.43265
9 O -2.95796 -1.37411 -0.07611
10 C -0.19116 -0.73634 -0.16006
11 N 0.05900 -0.76909 -1.62927
12 O -0.45137 -1.90829 0.44644
13 H 3.11066 -0.78210 0.79408
14 H 1.98406 -1.94138 -0.08916
15 H 1.86654 -1.45771 1.82244
16 H 2.29068 1.28292 0.52105
17 H 0.28649 2.19842 -1.04744
18 H 0.22490 2.97364 0.63015
19 H -3.24267 1.49941 0.87981
20 H -4.53930 0.27206 0.65299
21 H -0.54103 -0.22676 -2.24743
22 H 0.08261 -1.75559 -1.83971
23 H -1.17812 -2.37983 0.03651

The HOMO energy comes out at -13.221 eV. As for the net charge: +1. As for the spin multiplicity: 1. Its gap between HOMO and LUMO is 9.3 eV.

Which is most stable, and by how much? run ii, by 0.0425 hartree.

Run i
Molecular formula: C2H7N2
Method: DFT, wB97M-V/def2-TZVPD

Element x y z (Å)
1 C -0.12566 0.69773 1.68145
2 N 0.15476 -0.18713 0.56872
3 C -0.21048 0.10142 -0.66280
4 N 0.14603 -0.69995 -1.65105
5 H -0.79870 0.36753 2.48345
6 H -0.39994 1.68192 1.33263
7 H 0.87580 0.91413 2.10729
8 H 0.63910 -1.04697 0.80143
9 H -0.99216 0.79153 -0.93554
10 H 0.98142 -1.25920 -1.49026
11 H 0.08226 -0.46000 -2.63131

The HOMO energy comes out at -15.641 eV. As for the net charge: +1. As for the spin multiplicity: 1. Its gap between HOMO and LUMO is 11.4 eV.

Run ii
Molecular formula: C2H7N2
Method: DFT, wB97M-V/def2-TZVPD

Element x y z (Å)
1 C 2.45480 -0.13543 -0.09654
2 C -1.23650 0.64997 -0.08778
3 N 3.57822 0.10625 0.08886
4 N -0.62707 -0.69168 0.11123
5 H 0.48134 -0.59386 0.37263
6 H -2.24899 0.70254 -0.61309
7 H -0.43863 1.44377 -0.35474
8 H -1.48108 0.96463 0.94507
9 H 4.52998 0.07109 0.25881
10 H -0.65258 -1.43304 -0.61637
11 H -1.00440 -0.97493 1.07646

The HOMO energy comes out at -16.609 eV. As for the net charge: +1. As for the spin multiplicity: 1. Its gap between HOMO and LUMO is 13.1 eV.

Which is most stable, and by how much? run i, by 0.0663 hartree.